Entry 1:
ORCA calculation (ωB97M-V/def2-TZVPD) on a 2-piece molecular cluster, CH8N3O overall in a non-equilibrium geometry.

Cartesian coordinates (Å):
H -1.942 0.313 1.237
H -1.506 -0.359 -1.266
H -0.891 -0.995 1.498
N -1.420 -0.444 0.834
H 2.862 0.190 1.220
N 0.279 -0.934 -0.641
H 0.536 -1.126 -1.609
N -0.422 1.216 -0.701
H -0.714 1.514 -1.630
H 1.466 -0.350 0.666
H 0.588 1.337 -0.671
O 1.983 -0.131 1.453
C -0.820 -0.230 -0.389

## Properties
- orbital gap (hartree) = 0.2239
- HOMO energy (eV) = -15.334
- total charge = +1
- energy above the lowest of the compared OMol25 structures with the same formula, charge and spin (kcal per mole) = 164.16
- molar mass (g mol⁻¹) = 78.09

Entry 2:
ORCA calculation (ωB97M-V/def2-TZVPD) on C24H24BF2N6O2SY as an isolated structure.

Cartesian coordinates (Å):
C -1.955 -1.919 0.333
C -0.364 2.276 -1.265
H -0.026 -1.987 -3.073
H 0.092 -5.228 0.133
C 2.042 3.083 0.984
H 6.101 -3.337 0.713
C -0.473 -1.003 -3.125
H -3.412 -2.970 -0.921
C 3.587 -1.132 1.295
C -0.699 1.229 -2.208
C 3.587 1.344 0.694
N 0.122 2.085 -0.100
C -4.171 -0.675 0.280
C 5.464 -0.084 0.133
H -4.665 -1.648 0.326
H -2.027 2.535 -3.278
B -1.745 0.272 2.764
C -1.754 -4.206 -0.479
H -2.702 0.821 -4.931
N 2.422 1.679 1.104
H -0.577 3.303 -1.594
C 4.188 0.019 0.709
C -0.088 -0.058 -2.152
H 3.873 -3.200 1.752
H 4.245 2.121 0.287
C -2.706 -0.801 0.557
C 6.156 -1.274 0.119
Y 0.691 -0.123 0.902
C 4.322 -2.330 1.291
C 5.569 -2.394 0.709
H 7.134 -1.338 -0.336
H 2.291 3.610 1.908
C 0.530 3.195 0.734
H -4.661 -0.058 1.040
H -3.841 3.679 0.494
H -4.428 -0.245 -0.698
C -0.013 -3.199 0.772
O 0.805 -0.344 -1.252
H 0.964 -3.196 1.247
F -0.347 0.610 2.908
H 0.305 4.166 0.278
C -2.946 2.384 1.795
C -1.406 -0.685 -4.084
H -0.005 3.127 1.686
N -0.673 -2.021 0.855
H -3.837 4.167 2.126
F -2.081 -0.806 3.492
H -2.591 1.686 -0.110
C -0.487 -4.317 0.154
C -1.612 1.532 -3.231
S -2.749 1.935 3.424
C -2.465 -3.057 -0.407
H -2.154 -5.043 -1.040
H 2.595 3.558 0.166
H 5.905 0.804 -0.306
O 2.389 -1.078 1.814
H -1.690 -1.442 -4.806
N -3.430 3.591 1.410
N -2.558 1.519 0.888
N -2.051 0.280 1.275
C -1.986 0.586 -4.156

## Properties
- orbital gap (hartree) = 0.2067
- HOMO energy (eV) = -5.715
- energy above the lowest of the compared OMol25 structures with the same formula, charge and spin (kcal per mole) = 19.15
- molar mass (g mol⁻¹) = 598.28

Entry 3:
ORCA calculation (ωB97M-V/def2-TZVPD) on the molecule C10H14N2OS in a non-equilibrium geometry.

Cartesian coordinates (Å):
C 2.784 -0.381 1.764
C -3.796 0.992 -1.754
C -1.418 -0.041 -0.705
C -2.610 1.054 -2.467
H 4.097 -1.879 0.958
N 1.679 -0.834 0.981
H -0.295 -1.740 -0.105
H 0.625 1.411 -2.306
H 0.411 -0.239 -2.693
H 1.456 -1.782 1.035
H -4.749 1.379 -2.111
C -3.796 0.407 -0.491
C -1.374 0.602 -1.920
O 3.034 -2.716 2.443
H -2.654 1.468 -3.465
C -0.111 0.722 -2.733
H 2.443 -0.012 2.737
H 3.326 0.461 1.271
H -4.649 0.297 0.185
H 4.550 -1.281 2.630
C 0.728 -0.019 0.473
S 0.780 1.654 0.699
C -2.617 -0.099 0.045
H -0.305 0.976 -3.792
C 3.720 -1.570 1.954
H 2.709 -2.532 3.346
N -0.278 -0.700 -0.190
H -2.589 -0.524 1.041

## Properties
- structure (SMILES) = Cc1ccccc1NC(=S)NCCO
- orbital gap (hartree) = 0.3183
- HOMO energy (eV) = -8.090
- energy above the lowest of the compared OMol25 structures with the same formula, charge and spin (kcal per mole) = 7.03
- molar mass (g mol⁻¹) = 210.30